# 1
Molecular formula: CH3Br2PS
Method: DFT, ωB97M-V/def2-TZVPD

Geometry (Å):
C1 1.2536 0.0353 0.2549
P1 -1.8166 0.0937 0.2629
S1 -0.0466 0.8512 -0.7079
Br1 2.8557 1.0181 0.1658
Br2 1.5094 -1.9343 -0.0895
H1 0.9824 0.0428 1.2674
H2 -2.7437 0.7444 -0.6035
H3 -1.9941 -0.8510 -0.5502

Cartesian forces (eV/Å) of the 3 atoms listed first:
C -0.818 -0.742 -0.723
P 0.537 3.280 2.415
S 0.202 -0.120 -0.212

Calculated values
LUMO level, Ha: 0.00577
Kohn-Sham gap, eV: 9.580
Net charge: 0

Listed below, in e, are the Löwdin charges computed for each atom:
1. C -1.59
2. P 0.53
3. S 0.36
4. Br 0.63
5. Br 0.50
6. H -0.06
7. H -0.12
8. H -0.25

=====

# 2
Molecular formula: CH3BrCl2OSi
Method: DFT, ωB97M-V/def2-TZVPD

Geometry (Å):
C1 0.5340 0.3663 0.1092
O1 0.6566 1.1910 -0.9638
Si1 -0.1738 2.5067 -1.3927
Cl1 -3.3052 0.5816 -0.5367
Cl2 -0.7083 3.9526 -0.1790
Br1 0.6785 2.8973 -3.3537
H1 -0.2604 0.4530 0.8791
H2 1.3876 0.3777 0.8009
H3 0.3336 -0.6540 -0.1958

Cartesian forces (eV/Å) of the 3 atoms listed first:
C -0.473 -2.747 3.807
O -0.846 2.375 -1.068
Si 0.341 -1.981 -0.378

Calculated values
LUMO level (alpha / beta), Ha: -0.10161 / -0.10232
Kohn-Sham gap (alpha / beta), eV: 5.774 / 5.739
Net charge: 0

Listed below, in e, are the Löwdin charges computed for each atom:
1. C -0.20
2. O -0.33
3. Si -0.17
4. Cl -0.55
5. Cl 0.46
6. Br 0.51
7. H 0.09
8. H 0.10
9. H 0.10

=====

# 3
Molecular formula: CH3BrCl2Si
Method: DFT, ωB97M-V/def2-TZVPD

Geometry (Å):
C1 0.9022 1.5896 0.5219
Si1 -0.9327 1.1655 0.7347
Cl1 -1.7018 0.1424 -0.8457
Cl2 -1.9308 2.9602 0.5979
Br1 1.9255 0.0744 -0.1612
H1 0.9242 2.4034 -0.1791
H2 1.5793 1.9075 1.3046
H3 -1.0253 0.3468 2.0849

Cartesian forces (eV/Å) of the 3 atoms listed first:
C -2.757 3.648 1.894
Si 1.222 0.366 1.812
Cl 0.140 -0.418 -0.115

Calculated values
LUMO level (alpha / beta), Ha: 0.02297 / -0.15303
Spin multiplicity: 3
Kohn-Sham gap (alpha / beta), eV: 5.794 / 6.872
Net charge: 0

Listed below, in e, are the Löwdin charges computed for each atom:
1. C -0.82
2. Si -0.32
3. Cl 0.26
4. Cl 0.25
5. Br 0.65
6. H 0.00
7. H -0.01
8. H -0.01

=====

The records above give, respectively, relative energy (zero: lowest compared OMol25 entry of this formula, charge and spin) values of 2.834; 4.205; 1.511 eV.